ORCA calculation (the ωB97M-V functional and the def2-TZVPD basis) on 2 unconnected molecules or ions with the total composition C2H5Cl3OSi.

Output
max |F| = 3.26 eV Å⁻¹
net charge = 0
LUMO level = -0.589 eV
energy = -1824.43385 a.u.
ΔE to the lowest compared entry with this formula, charge and spin = 722.9 kJ/mol

Cartesian coordinates (Å):
H -2.141 -2.602 -0.057
C -1.525 0.819 0.005
H -1.339 1.139 1.051
H -2.337 1.437 -0.440
Cl 1.973 1.609 0.852
Cl 2.751 0.480 -1.604
C 2.092 0.067 0.002
H -0.751 0.981 -0.701
O -1.903 -0.510 0.081
Si -0.987 -1.903 0.168
Cl 3.128 -1.068 0.963
H 1.039 -0.447 -0.319